No. 1
43
Properties=species:S:1:pos:R:3:forces:R:3 method="wB97M-V/def2-TZVPD" molar_mass_g_mol=714.026 charge=+3 fmax_ha_per_bohr=0.1580 e_lumo_ev=-12.332 e_tot_ev=-63357.399 relative_energy_kj_mol=219.4 orbital_gap_ev=4.3
Hf -0.04661 -0.81105 -0.57149 0.19 1.15 0.02
I -0.37119 -5.63826 0.44462 0.38 0.64 2.20
I -0.74583 -5.80200 -2.03791 -0.34 -0.14 -2.29
Cl 0.07900 -1.00780 -2.94592 -0.07 0.46 1.63
P -2.33450 -0.57568 -0.85927 -8.09 0.26 -0.74
P 2.25615 -1.07450 -0.57409 7.96 -1.46 0.22
N 0.24422 4.34793 3.27608 -0.13 -2.34 -1.78
N 0.05890 1.02450 0.73817 -0.12 -2.12 -1.97
C 3.14250 0.19661 -1.55083 -0.61 0.46 -0.22
C -0.10098 2.26798 0.21206 0.22 1.89 1.92
C 0.18291 3.22501 2.41513 0.17 3.60 2.62
C 0.28002 0.84055 2.06750 0.00 2.14 1.11
C -3.12070 -2.00316 -1.69563 0.41 -0.25 -0.10
C 3.11883 -1.04797 1.04202 -0.38 0.10 0.30
C -3.36244 -0.34074 0.63912 0.38 0.03 0.33
C -2.80173 0.84064 -1.92279 0.71 0.30 -0.16
C 0.34621 1.93404 2.93013 0.03 -1.96 -0.52
C -0.04223 3.39231 1.04137 -0.20 -1.12 -1.65
C 2.81521 -2.64672 -1.32959 -0.45 -0.19 -0.13
H -2.26432 0.74435 -2.86972 -0.20 0.09 -0.01
H -3.23172 -1.19717 1.30616 -0.15 0.04 -0.01
H -2.59565 -2.17385 -2.63890 -0.20 -0.07 0.02
H -2.49330 1.77115 -1.43907 -0.18 -0.01 -0.08
H 3.90838 -2.69179 -1.38612 -0.18 0.16 0.09
H 2.72520 -1.84714 1.67610 0.16 -0.01 0.00
H 4.19789 -1.18294 0.91417 -0.20 -0.01 -0.10
H -3.03217 0.55753 1.16792 -0.12 -0.03 -0.02
H -4.18307 -1.81460 -1.88499 0.19 0.11 0.11
H 0.12284 5.30193 2.90641 0.12 -0.87 0.37
H 0.40867 4.22710 4.28666 -0.16 0.15 -0.96
H 0.40113 -0.16211 2.45532 0.01 -0.17 -0.05
H 4.21608 -0.01658 -1.59577 -0.22 -0.16 0.16
H -4.42113 -0.24090 0.37806 0.20 -0.05 -0.09
H -0.17063 4.38107 0.62020 0.00 -0.05 -0.05
H 2.44342 -3.48461 -0.73378 0.10 -0.04 -0.06
H -3.01139 -2.89245 -1.06913 -0.09 -0.02 -0.08
H -0.27059 2.38559 -0.84873 0.03 -0.14 -0.12
H 2.71903 0.20530 -2.55854 0.21 0.05 0.03
H 2.98148 1.17747 -1.09576 0.13 -0.02 -0.06
H -3.88201 0.86008 -2.10336 0.16 -0.19 0.18
H 2.92837 -0.09279 1.53881 0.15 -0.05 -0.03
H 2.38429 -2.71257 -2.33192 0.18 -0.11 0.04
H 0.52147 1.77623 3.98729 -0.01 -0.04 -0.06

No. 2
43
Properties=species:S:1:pos:R:3:forces:R:3 method="wB97M-V/def2-TZVPD" molar_mass_g_mol=614.039 charge=+2 fmax_ha_per_bohr=0.0630 e_lumo_ev="-11.604 / -11.605" e_tot_ev=-53458.822 orbital_gap_ev="3.0 / 3.0"
Tl -0.57088 -0.02308 -1.18373 -0.30 0.56 1.52
I 0.01679 2.94445 -1.19221 -0.26 -1.36 -0.25
Cl -3.04362 -0.32489 -1.27355 1.11 0.27 0.14
P -0.16223 0.51024 -3.72357 -0.32 1.49 -2.86
O 3.49088 0.62740 -1.06641 -2.16 -0.72 -0.91
O 0.48383 -0.16000 1.10484 -0.31 -0.50 -1.41
N 0.19547 1.03448 3.03220 0.18 -0.59 -1.44
N -0.29863 -1.24564 2.98495 0.79 0.40 -1.27
C -1.35161 1.82432 -4.16616 -0.18 0.04 0.55
C -0.40196 -1.35105 4.43133 -0.45 -0.17 0.86
C 0.09383 -0.09774 5.12410 0.37 -0.15 0.31
C -0.39555 -2.46015 2.19037 -0.04 -0.29 -0.17
C -0.37555 1.11241 4.35592 -0.19 -0.27 0.38
C 2.48238 0.30123 -1.48321 2.45 0.78 1.11
C 1.43536 0.98045 -4.45451 0.52 -0.17 0.97
C -0.75048 -0.93556 -4.64572 0.02 -0.71 0.96
C 0.27753 -2.05917 -1.52490 -0.11 -1.36 -0.05
C 0.13914 -0.12666 2.32832 -0.79 0.56 1.63
C 0.61933 2.24244 2.35073 0.24 0.57 0.17
H -0.61714 -3.32547 2.82956 0.06 0.44 -0.14
H -1.46370 -1.54614 4.68529 0.47 0.05 -0.11
H -0.59189 -2.74097 -1.46085 0.27 0.64 -0.12
H 0.19049 -2.19928 4.80729 -0.22 0.06 -0.40
H 1.19400 -0.11976 5.17041 -0.31 0.14 -0.01
H 1.79622 1.89185 -3.97234 -0.02 -0.06 -0.05
H -1.19239 -2.36510 1.44164 0.06 -0.06 0.13
H -1.47118 1.06647 4.28438 0.09 0.36 0.07
H 2.17220 0.18557 -4.29835 -0.08 0.12 -0.05
H 0.55094 -2.63785 1.66371 -0.16 -0.09 0.15
H -2.24175 1.71327 -3.53617 0.03 0.05 -0.17
H -1.65975 -1.30862 -4.16161 0.03 -0.02 -0.16
H 1.34921 1.16170 -5.53617 -0.50 -0.17 0.22
H -0.05885 2.03599 4.84430 -0.12 -0.05 -0.22
H -0.98376 -0.66654 -5.68556 0.17 0.31 0.28
H -0.24417 2.88816 2.10582 0.32 -0.16 0.25
H 1.11812 1.98494 1.41470 -0.02 0.01 0.37
H -0.27734 -0.06844 6.14960 0.01 -0.09 -0.08
H 0.00827 -1.72311 -4.63189 -0.13 0.07 -0.08
H 1.33378 2.78748 2.99815 -0.46 -0.16 -0.36
H 0.93044 -2.17475 -0.65772 -0.07 0.41 0.00
H -1.64327 1.74695 -5.22075 0.17 -0.26 0.14
H 0.82492 -2.18303 -2.45949 -0.15 0.32 0.13
H -0.90745 2.80321 -3.96276 -0.01 -0.24 -0.05

No. 3
47
Properties=species:S:1:pos:R:3:forces:R:3 method="wB97M-V/def2-TZVPD" molar_mass_g_mol=447.120 charge=+2 fmax_ha_per_bohr=0.0878 e_lumo_ev="-13.006 / -12.966" e_tot_ev=-39466.115 spin_multiplicity=2 orbital_gap_ev="3.5 / 3.6"
In 0.61733 0.55659 1.16684 -0.65 -0.97 -1.05
O -3.71218 0.82234 -1.37403 0.75 -0.15 2.20
O -0.94698 2.79276 -3.03104 1.10 -1.99 -1.00
O 3.45307 -3.45367 0.68800 1.23 3.15 0.41
O -1.28530 4.23855 -1.52680 0.23 -1.15 1.25
O -0.44320 -1.47357 3.03680 -0.14 -0.64 0.57
O -4.35917 1.68352 0.57364 3.05 -2.05 -2.62
O 2.84875 -1.32098 1.55040 1.61 -1.96 -1.19
O 5.07044 -1.95801 1.09554 -3.14 -2.20 -1.10
O 0.56417 -1.28521 -1.19937 1.00 -0.94 -2.06
O -2.27454 0.45573 0.41114 -3.08 1.45 -0.47
O -0.48128 2.18523 -0.92197 0.26 -0.66 0.44
C 3.69818 -2.15494 1.14357 0.80 -0.06 0.19
C 2.14174 -3.97809 0.60058 -0.45 -0.26 -0.08
C -3.35580 0.93709 -0.04885 0.52 0.17 -0.47
C -2.87481 -0.05161 -2.18371 -0.21 -0.24 0.90
C 5.66927 -0.91198 1.83143 -1.46 0.59 1.19
C -4.14513 2.23536 1.83874 -0.52 0.58 1.80
C -0.55244 -2.72148 3.64638 0.46 0.72 -0.59
C 1.35420 -1.67096 -2.31885 -0.86 2.93 2.22
C -0.90143 2.97908 -1.74812 0.38 2.04 0.36
C -1.48537 4.59676 -0.12793 0.21 -0.14 -0.05
C -0.08767 1.73080 -3.59245 0.72 0.75 -0.56
H 0.09298 -3.45771 3.16732 -0.39 -0.28 -0.45
H -2.72157 -0.99331 -1.65662 -0.21 -0.06 0.01
H 1.04219 -2.60525 -2.78557 -0.58 -1.05 0.32
H -0.72989 4.24480 0.57454 0.57 -0.20 -0.56
H -3.15974 2.59501 2.13501 0.45 -0.42 -0.72
H -4.77238 3.12624 1.87017 -0.19 -0.20 0.04
H -3.43123 -0.24356 -3.10113 0.25 0.36 0.07
H 6.69447 -1.16558 2.10117 -0.13 0.04 -0.63
H 5.49833 0.02168 1.29555 0.61 0.07 0.13
H 1.64181 -3.85184 1.56091 -0.09 -0.37 -0.16
H 2.35602 -1.87953 -1.94341 0.50 -0.51 0.15
H -4.47777 1.52986 2.60013 -0.03 0.06 0.04
H 0.01545 2.07313 -4.62215 -0.59 -0.75 -0.13
H 5.07672 -0.90508 2.74627 0.38 0.64 0.36
H -0.09852 -2.73728 4.63723 0.31 0.77 0.60
H -1.88116 0.38083 -2.30100 -0.37 0.18 -0.25
H -2.39147 4.09765 0.21550 -0.39 0.74 -0.14
H -1.42129 5.68478 -0.11284 -0.72 -0.22 0.05
H 0.95647 1.68860 -3.28243 0.07 1.12 0.90
H -0.34115 0.68669 -3.40895 -1.20 0.38 -0.39
H 2.27473 -5.00568 0.26224 0.11 -0.14 0.78
H -1.58685 -2.98936 3.86166 -0.16 -0.10 -0.44
H 1.51146 -3.59442 -0.20170 0.17 0.86 0.05
H 1.34052 -0.93398 -3.12183 -0.15 0.11 0.06